Below is a molecular structure, C3HCl3N2O, with properties calculated with wB97M-V/def2-TZVPD.

## Properties
LUMO (alpha / beta) ... -0.06560 / -0.03169 Ha
Frontier orbital gap (alpha / beta) ... 6.7 / 9.9 eV
Energy ... -45716.1740 eV
Net charge ... 0
HOMO level (alpha / beta) ... -8.5 / -10.8 eV

Atoms and positions in Å:
C (0.561, 1.643, 1.558)
C (0.239, 0.005, 0.408)
C (-0.907, -1.410, -1.823)
N (-0.247, 1.230, 0.652)
N (1.305, -0.311, 1.146)
O (1.505, 0.878, 1.881)
Cl (-1.251, -2.983, -1.150)
Cl (-2.170, -0.320, -1.843)
Cl (0.380, -1.257, -2.874)
H (0.585, 2.525, 2.042)

Atoms 1-3, force components in eV/Å:
-1.33 0.42 -1.35
1.84 -0.49 1.34
0.22 -0.69 1.86

Below is a molecular structure, C6H18FO3S3Tl, with properties calculated with wB97M-V/def2-TZVPD.

## Properties
LUMO ... -0.45166 Ha
Frontier orbital gap ... 3.2 eV
Energy ... -52549.3098 eV
Net charge ... +2
HOMO level ... -15.5 eV

Atoms and positions in Å:
Tl (1.013, -1.834, 0.419)
F (3.564, -1.783, -0.460)
C (-0.477, 0.980, 4.434)
S (0.539, 1.446, 3.010)
O (1.039, 0.170, 2.368)
C (-0.825, 2.044, 1.934)
H (0.159, 1.155, 5.303)
H (-0.743, -0.074, 4.382)
H (-1.345, 1.630, 4.527)
H (-0.992, 3.054, 2.308)
H (-1.686, 1.389, 2.021)
H (-0.395, 2.076, 0.935)
C (4.003, 1.935, -0.701)
S (2.406, 1.595, -1.438)
O (1.675, 0.863, -0.352)
C (1.806, 3.290, -1.660)
H (4.434, 0.998, -0.344)
H (3.858, 2.545, 0.197)
H (4.795, 2.465, -1.229)
H (1.675, 3.742, -0.676)
H (0.866, 3.273, -2.207)
H (2.533, 3.888, -2.208)
C (-3.703, -4.064, -1.216)
S (-2.581, -2.664, -1.430)
O (-1.309, -2.960, -0.681)
C (-2.245, -2.959, -3.187)
H (-3.168, -4.932, -0.819)
H (-4.189, -4.445, -2.112)
H (-4.472, -3.923, -0.456)
H (-1.427, -2.308, -3.522)
H (-3.134, -2.719, -3.762)
H (-1.676, -3.872, -3.377)

Atoms 1-3, force components in eV/Å:
1.39 0.96 -0.67
-2.09 0.10 0.69
0.71 0.42 0.47

Below is C4H10O in the gas phase, with properties calculated with wB97M-V/def2-TZVPD.

## Properties
LUMO ... 0.04267 Ha
Frontier orbital gap ... 10.9 eV
Energy ... -6357.2431 eV
Net charge ... 0
Structure (SMILES) ... COC(C)C
HOMO level ... -9.7 eV

Atoms and positions in Å:
C (-1.287, 1.281, -0.933)
O (-0.143, 1.099, -0.142)
C (0.019, -0.207, 0.390)
C (0.469, -1.194, -0.685)
C (1.049, -0.076, 1.502)
H (-1.200, 2.268, -1.394)
H (-2.211, 1.248, -0.335)
H (-1.371, 0.534, -1.736)
H (-0.941, -0.550, 0.816)
H (1.451, -0.901, -1.072)
H (-0.233, -1.228, -1.525)
H (0.541, -2.207, -0.275)
H (1.327, -1.056, 1.905)
H (0.664, 0.545, 2.316)
H (1.949, 0.404, 1.103)

Atoms 1-3, force components in eV/Å:
-0.23 0.06 -0.19
0.07 0.05 0.01
0.07 -0.20 0.10

Below is a molecular structure, C19H34ClN2O7Ti, with properties calculated with wB97M-V/def2-TZVPD.

## Properties
Spin multiplicity ... 4
LUMO (alpha / beta) ... -0.06718 / -0.05533 Ha
Frontier orbital gap (alpha / beta) ... 4.7 / 5.0 eV
Energy ... -73197.7521 eV
Net charge ... 0
HOMO level (alpha / beta) ... -6.5 / -6.5 eV

Atoms and positions in Å:
Ti (2.994, 0.327, 1.679)
Cl (6.000, 3.363, 3.169)
O (2.367, 2.157, -3.521)
C (2.021, 3.161, -4.113)
O (0.792, 3.353, -4.808)
C (-0.212, 2.406, -4.723)
C (-1.237, 2.646, -5.788)
C (3.024, 4.256, -4.379)
H (-0.751, 2.475, -3.778)
H (0.190, 1.404, -4.871)
H (-1.891, 1.781, -5.891)
H (-0.779, 2.821, -6.762)
H (-1.795, 3.555, -5.565)
H (2.643, 5.268, -4.245)
H (3.440, 4.223, -5.386)
H (3.845, 4.150, -3.671)
O (4.688, -4.782, -0.032)
C (4.657, -5.805, -0.690)
O (4.083, -6.948, -0.392)
C (3.291, -7.052, 0.687)
C (3.934, -7.737, 1.947)
C (5.255, -5.834, -2.048)
H (2.413, -7.622, 0.381)
H (2.769, -6.119, 0.901)
H (4.488, -8.634, 1.671)
H (3.213, -8.148, 2.654)
H (4.603, -7.111, 2.538)
H (5.978, -6.649, -2.037)
H (5.864, -4.967, -2.304)
H (4.523, -6.117, -2.805)
C (-4.044, -0.547, 7.544)
C (-4.333, -0.386, 6.107)
C (-3.674, -1.403, 5.091)
C (-2.233, -1.517, 5.286)
N (-1.087, -1.608, 5.432)
H (-4.404, 0.305, 8.120)
H (-2.967, -0.683, 7.645)
H (-4.533, -1.443, 7.924)
H (-4.084, 0.634, 5.816)
H (-5.404, -0.456, 5.918)
H (-3.881, -1.086, 4.069)
H (-4.144, -2.383, 5.179)
C (0.621, 9.924, 1.314)
C (0.983, 8.419, 1.511)
C (-0.239, 7.580, 1.158)
C (-0.137, 6.113, 1.352)
N (-0.131, 4.956, 1.547)
H (1.474, 10.603, 1.286)
H (-0.012, 10.326, 2.105)
H (0.112, 10.090, 0.365)
H (1.383, 8.218, 2.505)
H (1.863, 8.071, 0.970)
H (-0.570, 7.890, 0.167)
H (-1.004, 7.913, 1.860)
C (-4.053, -5.102, -3.366)
C (-4.937, -4.108, -2.753)
O (-4.053, -3.085, -2.333)
C (-2.809, -3.696, -2.197)
O (-1.803, -3.206, -1.634)
O (-2.850, -4.882, -2.782)
H (-3.988, -5.006, -4.450)
H (-4.317, -6.148, -3.207)
H (-5.527, -4.467, -1.910)
H (-5.631, -3.652, -3.459)

Atoms 1-3, force components in eV/Å:
0.53 0.57 0.25
-0.56 -0.55 -0.29
-1.58 1.05 -0.55

Energy above the lowest of the compared OMol25 structures with the same formula, charge and spin (computed, kJ/mol): 131.4; 1.7; 54.0; 664.3
Molar mass (computed, Da): 187.413; 457.789; 74.123; 485.808